Molecular formula: C38H32CoF2GeN2O2
Method: DFT, ωB97M-V/def2-TZVPD

XYZ file:
```
78
Properties=species:S:1:pos:R:3:forces:R:3
Ge 0.817 -2.238 1.394 0.922 -0.326 1.564
Co -1.461 1.097 -1.844 -0.398 -0.581 0.064
F -6.167 1.949 -3.955 0.334 -0.492 1.075
F -6.221 2.969 0.561 -0.517 -0.026 0.447
O 0.193 -0.544 -2.737 -0.572 -0.252 1.020
O -0.848 -0.599 -0.770 -0.812 0.964 -0.001
N -2.003 1.096 -3.903 0.625 -0.128 1.443
N 0.043 2.375 -1.376 0.761 -2.025 -0.808
C -4.067 1.581 -2.793 -1.073 0.961 1.236
C -5.587 2.450 -0.482 2.758 -0.358 0.847
C 4.443 -1.004 -0.532 0.151 -0.589 -0.921
C 0.473 -5.244 5.083 -0.148 -1.396 0.009
C 0.214 -5.736 3.781 0.257 0.604 1.245
C 5.504 -1.718 0.087 0.056 -0.026 0.231
C 0.279 -2.564 -1.442 -0.815 0.854 -1.066
C -6.178 2.249 -1.655 -3.454 -0.209 -2.009
C 2.983 4.437 0.925 0.663 0.450 -1.406
C -0.159 -1.135 -1.668 1.141 -0.079 -1.224
C 1.310 1.875 -1.372 0.645 0.735 0.038
C -3.279 1.403 -4.060 -1.246 0.527 0.975
C -4.239 2.132 -0.393 1.985 -0.874 0.061
C 0.408 -0.483 2.105 -1.019 1.784 1.542
C 3.125 -1.187 -0.095 -1.462 -1.007 0.649
C -2.961 1.336 -6.391 -0.226 0.401 -0.768
C -1.656 0.966 -6.229 0.434 0.227 0.994
C -3.786 1.625 -5.323 -0.452 -0.673 -0.563
C -5.448 1.863 -2.755 0.482 0.313 -1.741
C 0.694 4.191 -0.026 -0.244 0.292 0.236
C -0.233 3.463 -0.737 -1.067 1.776 0.791
C -0.076 -3.063 -0.091 0.695 -2.043 0.558
C -0.938 0.046 2.226 0.506 -1.984 -0.428
C -0.116 2.013 3.285 -0.187 0.581 0.918
C 5.206 -2.593 1.120 -1.222 1.210 -0.536
C -1.204 1.240 2.800 0.864 1.991 1.313
C 1.146 1.472 3.434 -0.079 -0.334 -0.789
C -1.203 0.912 -4.928 -0.778 -0.181 -0.851
C 2.332 2.563 -0.716 -0.390 0.949 0.147
C 1.396 0.226 2.849 0.219 -1.063 -1.398
C 0.937 -3.034 4.236 0.509 -1.268 0.969
C 0.233 -4.776 2.806 -1.258 -1.893 -3.126
C -3.429 1.682 -1.502 -0.944 0.331 -0.030
C 3.860 -2.722 1.532 0.281 -0.531 1.224
C 0.591 -3.436 2.990 -0.129 -0.411 -2.210
C 2.746 -2.061 1.002 2.429 0.610 -1.581
C 0.873 -3.947 5.313 -0.637 0.962 -0.864
C 1.996 3.773 -0.006 0.896 -1.535 0.437
H 3.779 -3.353 2.409 -0.570 -0.264 0.010
H 1.969 1.993 3.925 -0.359 0.025 -0.097
H 6.015 -3.090 1.629 -0.116 -0.288 0.152
H 1.330 -2.608 -1.661 0.569 -0.195 -0.028
H 1.384 -2.084 4.361 0.025 1.070 0.437
H 0.324 -5.965 5.878 0.271 0.257 0.338
H -7.293 2.348 -1.751 1.297 0.191 -0.108
H -1.263 3.841 -0.724 0.222 -0.520 -0.237
H 4.003 4.195 0.642 0.163 0.007 -0.245
H -0.259 3.028 3.690 -0.279 -0.582 -0.193
H 2.922 4.105 1.934 -0.576 -0.349 0.870
H -0.957 0.785 -7.015 0.054 -0.109 -0.553
H -0.221 -3.073 -2.272 0.029 -0.437 0.178
H -1.107 -3.068 0.171 -1.127 0.393 -0.242
H -0.137 -5.250 1.793 1.014 1.615 1.602
H 0.171 -4.158 -0.022 0.150 0.896 -0.014
H 6.585 -1.655 -0.155 -1.030 0.382 -0.396
H -1.823 -0.554 1.982 0.602 -0.001 -0.444
H 0.001 -6.806 3.550 0.054 1.122 0.413
H 0.322 5.026 0.564 0.338 0.010 -0.156
H -4.827 1.869 -5.482 0.313 0.109 0.036
H -3.300 1.443 -7.397 -0.559 0.082 -0.489
H 2.433 -0.179 2.870 -0.832 0.285 0.036
H 3.390 2.241 -0.741 -0.876 -0.041 0.058
H 2.194 -0.820 -0.588 1.427 0.516 -0.162
H 4.651 -0.500 -1.508 -0.285 -0.043 1.142
H -2.201 1.616 3.070 0.295 -0.347 -0.727
H 1.006 -3.488 6.274 0.249 -0.500 0.599
H 2.898 5.528 0.896 -0.132 -0.167 0.087
H -3.768 2.146 0.610 -0.267 0.259 -0.666
H 1.449 0.938 -1.946 -0.048 0.727 0.505
H -0.214 0.651 -4.731 1.498 -0.341 0.584
```
Forces are in eV/Å.

Summary:
HOMO level (spin up / spin down): -8.3 / -8.6 eV
Kohn-Sham gap (spin up / spin down): 0.3220 / 0.3207 hartree
E_LUMO (spin up / spin down): 0.4 / 0.1 eV
Total charge: 0
2S+1: 4
Largest force on an atom: 0.07782 Eh/bohr
<S²>: 3.757



Molecular formula: C38H32IrO2S4
Method: DFT, ωB97M-V/def2-TZVPD

XYZ file:
```
77
Properties=species:S:1:pos:R:3:forces:R:3
Ir -0.122 -0.383 -0.727 -1.273 0.463 -0.909
S -1.544 1.155 -1.657 0.597 -0.191 0.360
S -0.573 -0.042 1.457 -0.041 -0.123 0.111
S -0.145 -2.628 -1.603 0.604 -1.216 0.143
S 1.738 0.794 -0.376 0.080 0.271 -0.122
O -0.868 2.263 -2.307 -0.073 -0.062 0.057
O -1.575 -2.189 -1.358 0.349 0.675 0.394
C -4.517 -2.213 -5.568 -0.007 0.013 0.020
C 0.431 0.218 -4.541 0.010 0.081 -0.015
C -0.278 1.108 -5.387 -0.005 -0.045 0.049
C -1.139 -4.719 -3.053 0.049 -0.047 -0.012
C 2.513 1.001 -5.545 0.009 -0.027 0.021
C -2.418 -1.431 -4.596 0.029 -0.040 -0.001
C -3.800 3.576 0.547 0.014 0.009 -0.015
C -4.539 -0.559 -3.734 0.000 -0.013 -0.032
C 1.060 -6.327 -2.451 0.035 0.022 0.013
C -4.328 1.327 1.217 -0.004 -0.010 -0.016
C -3.823 -3.014 -6.425 0.041 -0.013 -0.010
C -3.883 0.216 -2.826 0.070 0.026 -0.048
C -2.711 1.729 -0.485 0.038 0.014 0.040
C 1.670 1.381 1.206 0.042 0.025 -0.016
C 0.035 -6.827 -3.251 -0.009 -0.025 -0.017
C -0.092 -4.253 -2.260 -0.324 0.098 -0.317
C -1.743 -0.629 -3.640 -0.016 -0.099 -0.025
C -2.883 3.099 -0.380 -0.013 -0.014 0.051
C -2.472 0.170 -2.795 -0.089 0.011 -0.007
C 0.104 -8.219 -3.806 -0.008 0.015 0.004
C -3.420 0.827 0.308 -0.086 0.022 -0.038
C 2.783 2.289 1.631 -0.028 -0.023 0.096
C 0.394 1.899 -6.272 0.051 0.013 -0.020
C -3.834 -1.400 -4.630 -0.043 0.009 0.014
C 1.801 1.845 -6.353 -0.043 0.022 -0.018
C -1.720 -2.275 -5.501 0.007 0.048 -0.003
C 1.006 -5.041 -1.942 -0.035 -0.019 0.046
C -0.252 -0.629 -3.622 0.028 0.087 0.127
C 2.578 -0.708 -3.771 0.000 0.016 -0.014
C 1.848 0.170 -4.623 0.011 -0.010 0.000
C -1.063 -6.009 -3.537 -0.008 0.017 -0.003
C 0.488 1.433 3.463 0.027 0.008 -0.014
C 0.507 -1.458 -2.791 0.134 -0.028 0.177
C 0.621 0.993 2.037 -0.028 0.046 0.018
C -5.511 3.227 2.361 0.005 0.000 -0.011
C -4.530 2.707 1.353 -0.012 0.011 0.016
C -2.408 -3.045 -6.391 -0.041 -0.011 -0.022
C 1.938 -1.491 -2.873 -0.037 -0.025 -0.035
H 3.593 0.961 -5.606 0.001 -0.001 0.004
H -4.351 -3.628 -7.142 0.002 -0.001 -0.001
H -4.429 0.863 -2.157 -0.004 0.008 0.010
H 1.364 1.131 4.039 -0.001 0.006 0.001
H -4.898 0.642 1.832 0.002 -0.001 0.002
H -1.872 -6.398 -4.144 0.001 0.002 0.005
H 2.318 2.478 -7.061 -0.001 0.002 0.000
H 0.423 -8.190 -4.850 0.001 0.000 0.000
H 2.491 -2.148 -2.212 -0.011 0.002 0.006
H -1.356 1.161 -5.324 0.002 0.005 -0.006
H -5.620 -0.531 -3.785 0.000 -0.009 0.001
H -0.151 2.577 -6.915 -0.002 -0.003 -0.003
H -0.871 -8.703 -3.776 0.001 0.001 0.002
H -1.872 -3.682 -7.081 -0.004 0.002 -0.002
H 1.903 -6.961 -2.207 0.000 0.006 -0.001
H -1.993 -4.089 -3.266 -0.013 0.002 0.005
H -6.451 2.678 2.309 0.001 -0.003 0.000
H 2.791 3.192 1.020 0.003 -0.007 -0.014
H -3.283 -0.243 0.198 -0.002 0.001 -0.005
H 2.676 2.580 2.673 0.017 0.003 -0.001
H -5.117 3.102 3.372 0.000 -0.004 0.000
H -5.718 4.284 2.209 0.003 0.001 0.000
H -5.598 -2.183 -5.595 0.000 -0.001 0.003
H -3.952 4.644 0.639 -0.003 -0.001 -0.001
H 0.815 -8.833 -3.257 0.001 0.002 0.001
H -0.395 0.999 3.927 -0.001 -0.007 0.000
H 0.407 2.520 3.519 0.006 0.001 0.001
H -2.316 3.772 -1.009 0.001 0.002 -0.002
H 3.657 -0.732 -3.844 -0.001 0.003 -0.007
H -0.637 -2.303 -5.490 -0.006 0.000 0.008
H 3.749 1.797 1.513 -0.003 0.003 -0.025
H 1.789 -4.670 -1.292 0.004 -0.001 0.001
```
Forces are in eV/Å.

Summary:
HOMO level (spin up / spin down): -13.3 / -13.6 eV
Kohn-Sham gap (spin up / spin down): 0.2259 / 0.2064 hartree
E_LUMO (spin up / spin down): -7.1 / -7.9 eV
Total charge: +2
2S+1: 2
Largest force on an atom: 0.03172 Eh/bohr
<S²>: 0.779



Calculated values (kcal/mol) of ΔE to the lowest compared entry with this formula, charge and spin for the records, taken in order: 40.2, 3.7.
Calculated values (eV) of total energy for the records, taken in order: -146577.5094, -90185.6216.